Computed, not measured: a 6-piece molecular cluster, C39H36BF5O5 overall at a distorted geometry, with ωB97M-V/def2-TZVPD.

The geometry in XYZ format:
```
86
Properties=species:S:1:pos:R:3
C -6.6205 -3.1429 -0.0440
C -5.5064 -4.1703 -0.2494
C -5.0464 -4.7631 1.0838
C -4.1342 -3.8178 1.8175
C -3.0798 -3.2100 1.2674
C -2.2534 -2.2470 2.0167
O -1.6460 -1.3641 1.4359
C -2.2390 -2.4049 3.4915
O -1.2156 -1.8927 4.2200
B 0.0686 -2.0965 3.6856
O 0.6659 -3.3198 3.6844
O 0.7456 -1.0130 3.1882
C -3.2683 -3.0252 4.0659
C -4.4101 -3.5040 3.2548
O -5.5262 -3.5996 3.7423
H -7.2659 -3.1145 -0.9143
H -7.2147 -3.3764 0.8277
H -6.2005 -2.1520 0.0378
H -4.7071 -3.6649 -0.7798
H -5.8528 -4.9635 -0.9034
H -5.9326 -4.8304 1.7061
H -4.5578 -5.7234 0.9670
H -2.8469 -3.4181 0.2373
H 1.1634 -3.4044 2.8693
H 0.0904 -0.4569 2.7497
H -3.3077 -3.1819 5.1281
F -7.2838 -1.1801 1.9155
C -6.9114 -0.1451 2.6928
C -5.6211 0.3351 2.5858
C -5.2347 1.4015 3.3841
C -6.1345 1.9644 4.2787
C -7.4255 1.4629 4.3725
C -7.8230 0.4021 3.5719
H -4.9331 -0.1231 1.8861
H -4.2293 1.7929 3.3072
H -5.8288 2.7935 4.9024
H -8.1262 1.8979 5.0721
H -8.8260 0.0005 3.6251
F 3.2283 5.0712 1.7136
C 3.1077 3.7265 1.7601
C 2.2469 3.1003 0.8825
C 2.1253 1.7187 0.9325
C 2.8536 0.9858 1.8592
C 3.7108 1.6359 2.7355
C 3.8457 3.0151 2.6842
H 1.6818 3.6898 0.1726
H 1.4585 1.2141 0.2458
H 2.7512 -0.0883 1.8989
H 4.2766 1.0682 3.4615
H 4.5147 3.5353 3.3546
F 9.9543 3.8895 0.4835
C 8.6906 4.3544 0.5695
C 8.0738 4.3950 1.8036
C 6.7755 4.8781 1.8882
C 6.1129 5.3020 0.7443
C 6.7511 5.2497 -0.4874
C 8.0521 4.7765 -0.5782
H 8.6064 4.0531 2.6812
H 6.2814 4.9243 2.8483
H 5.1050 5.6743 0.8131
H 6.2363 5.5766 -1.3812
H 8.5686 4.7345 -1.5261
F -5.9999 -3.7224 -3.3357
C -5.2631 -4.6729 -3.9451
C -3.9613 -4.8844 -3.5363
C -3.2123 -5.8673 -4.1665
C -3.7668 -6.6155 -5.1955
C -5.0758 -6.3833 -5.5937
C -5.8348 -5.4082 -4.9636
H -3.5446 -4.2854 -2.7386
H -2.1930 -6.0484 -3.8534
H -3.1783 -7.3785 -5.6867
H -5.5085 -6.9623 -6.3981
H -6.8591 -5.2168 -5.2541
F 6.7124 6.2296 -4.1457
C 7.4346 5.2887 -4.7869
C 8.7148 5.0152 -4.3512
C 9.4556 4.0434 -5.0070
C 8.9121 3.3680 -6.0910
C 7.6234 3.6613 -6.5159
C 6.8729 4.6254 -5.8587
H 9.1235 5.5597 -3.5107
H 10.4575 3.8139 -4.6709
H 9.4928 2.6130 -6.6034
H 7.1999 3.1381 -7.3623
H 5.8644 4.8631 -6.1693
```

Values from the calculation:
* HOMO: -9.07 eV
* frontier orbital gap: 7.68 eV
* SMILES: CCCC1=CC(=O)C(OB(O)O)=CC1=O.Fc1ccccc1.Fc1ccccc1.Fc1ccccc1.Fc1ccccc1.Fc1ccccc1
* electronic energy: -2408.2027 Eh

Atom charges from the Löwdin analysis, given in e for atoms 1 to 4: -0.09, -0.25, -0.12, -0.12

***

Computed, not measured: C39H36Cl2I2N5O4PRuS as an isolated structure, with ωB97M-V/def2-TZVPD.

The geometry in XYZ format:
```
91
Properties=species:S:1:pos:R:3
Ru -1.0807 1.3621 -0.0758
O -1.4669 4.3188 -0.2101
N -1.7526 3.2330 0.6083
C -2.4943 3.6032 1.5740
C -3.0582 2.8176 2.6750
C -3.7304 3.5791 3.6381
C -4.3824 2.9819 4.6988
C -4.3961 1.5971 4.8060
C -3.7466 0.8311 3.8537
C -3.0631 1.4211 2.7913
P -2.2059 0.3263 1.6225
C -3.4461 -0.9603 1.2960
C -3.4215 -2.2064 1.9165
C -4.4190 -3.1363 1.6534
C -5.4456 -2.8254 0.7757
C -5.4818 -1.5785 0.1637
C -4.4892 -0.6465 0.4199
C -0.9375 -0.4952 2.6581
C -0.2806 -1.6183 2.1429
C 0.7148 -2.2502 2.8668
C 1.0836 -1.7628 4.1139
C 0.4497 -0.6440 4.6301
C -0.5556 -0.0117 3.9078
H -1.6012 3.9812 -1.1333
H -2.7702 4.6538 1.5606
H -3.7437 4.6572 3.5385
H -4.8935 3.5930 5.4303
H -4.9165 1.1159 5.6231
H -3.7704 -0.2490 3.9342
H -2.6324 -2.4588 2.6130
H -4.3925 -4.1019 2.1410
H -6.2218 -3.5514 0.5726
H -6.2865 -1.3296 -0.5155
H -4.5112 0.3190 -0.0677
H -0.5667 -2.0176 1.1776
H 1.2026 -3.1271 2.4606
H 1.8571 -2.2607 4.6842
H 0.7220 -0.2679 5.6083
H -1.0430 0.8572 4.3276
I -1.0475 1.0842 -6.3225
C 0.1832 1.9885 -4.9180
C 1.2976 2.7283 -5.3600
C 2.1067 3.3464 -4.4549
I 3.7489 4.4089 -5.1814
C 1.8369 3.2613 -3.0602
C 2.6461 3.8676 -2.0788
C 2.3316 3.7377 -0.7609
C 1.1874 3.0089 -0.4249
N 0.4010 2.4121 -1.2996
C 0.7075 2.5211 -2.6306
C -0.1038 1.8614 -3.5862
O -1.1413 1.0890 -3.1803
H 1.4994 2.7988 -6.4189
H 3.5152 4.4331 -2.3852
H 2.9262 4.1925 0.0176
H 0.9011 2.9281 0.6201
C 3.4300 -5.1628 -1.9806
C 3.3626 -3.9598 -1.0518
N 3.8044 -2.7215 -1.6840
C 5.2370 -2.5907 -1.9735
C 5.5356 -2.5977 -3.4643
C 3.0532 -1.6089 -1.8421
O 3.5327 -0.5237 -2.1406
C 1.5579 -1.6784 -1.6571
C 0.7155 -2.6474 -2.1786
C -0.6554 -2.4912 -2.0416
C -1.1459 -1.3754 -1.3937
N -0.3338 -0.4272 -0.9023
C 0.9831 -0.5770 -1.0445
H 3.0976 -6.0605 -1.4591
H 4.4496 -5.3366 -2.3248
H 2.8024 -5.0218 -2.8618
H 4.0007 -4.1337 -0.1803
H 2.3538 -3.8227 -0.6694
H 5.7393 -3.4193 -1.4735
H 5.5914 -1.6619 -1.5260
H 5.1964 -3.5237 -3.9300
H 6.6089 -2.5055 -3.6309
H 5.0427 -1.7584 -3.9524
H 1.1163 -3.5023 -2.7072
H -1.3454 -3.2166 -2.4481
H -2.2064 -1.2019 -1.2759
H 1.6221 0.2201 -0.6862
O -2.2218 3.3342 -2.6279
S -2.6045 1.9019 -2.6264
N -2.6604 1.3953 -1.1128
Cl 2.6228 0.7244 1.9009
C 2.6012 1.8450 3.2714
Cl 1.3189 3.0606 3.1469
H 3.5521 2.3621 3.3015
H 2.4231 1.2659 4.1699
```

Values from the calculation:
* HOMO (alpha / beta): -10.38 / -10.37 eV
* frontier orbital gap (alpha / beta): 7.49 / 6.89 eV
* electronic energy: -4432.5038 Eh
* energy above the lowest of the compared OMol25 structures with the same formula, charge and spin: 32.5 kcal/mol
* total charge: +1
* spin multiplicity: 2

Atom charges from the Löwdin analysis, given in e for atoms 1 to 4: 0.98, -0.05, -0.15, -0.05

***

Computed, not measured: C39H36F5N2OPS3SeTi as an isolated structure, with ωB97M-V/def2-TZVPD.

The geometry in XYZ format:
```
89
Properties=species:S:1:pos:R:3
Ti 0.0732 0.0557 -0.1446
C -3.1014 1.4360 0.3033
C -2.5748 1.6704 1.7099
S -0.7667 1.5127 1.8635
C -0.6319 0.3690 3.2640
C -1.1983 -1.0331 3.0727
S -0.7044 -1.9059 1.5457
C -2.3335 -2.4552 0.9697
C -3.3272 -1.3501 0.6624
S -2.6092 -0.1275 -0.4641
H -4.1903 1.5096 0.2996
H -2.7117 2.1891 -0.3826
H -2.8478 2.6802 2.0177
H -3.0307 0.9859 2.4251
H 0.4403 0.3103 3.4517
H -1.1143 0.8324 4.1271
H -0.8627 -1.6400 3.9083
H -2.2880 -1.0151 3.1012
H -2.1126 -3.0259 0.0649
H -2.7581 -3.1518 1.6950
H -4.2204 -1.7676 0.1967
H -3.6453 -0.8454 1.5734
C 5.0358 3.1635 2.6018
C 3.6505 3.2540 2.5728
C 2.9309 2.5637 1.6132
C 3.5849 1.7787 0.6654
C 4.9715 1.7070 0.6880
C 5.6934 2.3922 1.6566
P 2.5264 0.9551 -0.5751
C 3.6883 -0.0868 -1.5477
C 3.8237 0.0804 -2.9256
C 4.7309 -0.6891 -3.6444
C 5.5030 -1.6444 -3.0001
C 5.3495 -1.8413 -1.6337
C 4.4462 -1.0734 -0.9121
C 2.2206 2.3431 -1.7107
C 3.2357 3.2006 -2.0523
C 3.0255 4.2207 -2.9957
C 1.8022 4.3365 -3.5904
C 0.7363 3.4686 -3.2553
C -0.5126 3.5981 -3.9115
C -1.5128 2.7363 -3.5905
C -1.3217 1.7608 -2.5822
C -0.1603 1.5800 -1.8527
C 0.9149 2.4583 -2.2693
H 5.5997 3.6925 3.3595
H 3.1289 3.8560 3.3061
H 1.8490 2.6347 1.6027
H 5.5003 1.1062 -0.0398
H 6.7732 2.3169 1.6707
H 3.2420 0.8343 -3.4407
H 4.8430 -0.5248 -4.7093
H 6.2243 -2.2300 -3.5572
H 5.9438 -2.5851 -1.1175
H 4.3351 -1.2247 0.1537
H 4.2142 3.0907 -1.5998
H 3.8319 4.8950 -3.2538
H 1.6258 5.1039 -4.3360
H -0.6419 4.3675 -4.6635
H -2.4700 2.7968 -4.0967
H -2.1813 1.1204 -2.4175
F 4.4065 -5.6760 5.3869
C 3.9517 -4.6527 4.6566
C 4.7909 -3.9888 3.7815
F 6.0655 -4.3791 3.6637
C 4.3084 -2.9332 3.0306
F 5.1763 -2.3480 2.1906
C 2.9930 -2.4822 3.1075
Se 2.4373 -0.9892 2.0612
C 2.1843 -3.1803 3.9973
F 0.8982 -2.8300 4.1728
C 2.6367 -4.2408 4.7623
F 1.8082 -4.8677 5.6063
N 0.4714 -1.5701 -1.5605
C 0.7336 -2.3761 -2.3460
N 1.0547 -3.2863 -3.2319
C 0.0886 -3.7794 -4.2156
C 0.5303 -3.3517 -5.6054
O 1.8585 -3.7683 -5.8538
C 2.7636 -3.1464 -4.9539
C 2.4699 -3.5589 -3.5227
H -0.8969 -3.3829 -3.9760
H 0.0579 -4.8696 -4.1505
H 0.4556 -2.2601 -5.6985
H -0.0967 -3.8142 -6.3665
H 2.6920 -2.0566 -5.0465
H 3.7660 -3.4569 -5.2442
H 3.0887 -3.0061 -2.8166
H 2.6471 -4.6290 -3.3911
```

Values from the calculation:
* HOMO (alpha / beta): -6.30 / -6.71 eV
* frontier orbital gap (alpha / beta): 6.32 / 6.73 eV
* electronic energy: -6978.6152 Eh
* energy above the lowest of the compared OMol25 structures with the same formula, charge and spin: 9.1 kcal/mol
* spin multiplicity: 3

Atom charges from the Löwdin analysis, given in e for atoms 1 to 4: 0.20, -0.48, -0.47, 0.87